Entry 1:
This record from OMol25 describes a molecular structure, C19H19MnN3O3Si at a distorted geometry. The level of theory is ωB97M-V/def2-TZVPD.

Values from the calculation:
relative energy (zero: lowest compared OMol25 entry of this formula, charge and spin) = 1.013 eV
<S²> = 8.76
strongest force on any atom = 0.068 Eh/bohr
total charge = 0
Kohn-Sham gap (spin up / spin down) = 7.183 / 7.059 eV
2S+1 = 6
M = 420.4 u

Structure (XYZ):
```
46
Properties=species:S:1:pos:R:3:mulliken_charge:R:1
H 0.65245 -4.24371 -3.89552 0.403
Si 1.20265 -1.57087 2.21149 0.171
C 0.84848 -3.39623 2.30143 -1.048
C -2.33581 0.89500 -2.59277 -0.640
C 0.02638 2.24980 0.61609 1.051
H 3.28593 2.04008 0.30869 0.414
C 2.87807 -1.26242 2.96925 -0.999
C -1.15976 1.80642 -0.29063 0.775
H -0.09917 -1.12082 4.27503 0.420
C 0.84533 -2.34220 -2.93785 -0.226
O 1.15498 -1.03867 0.68116 -0.361
H 0.95810 4.05935 3.28469 0.441
H -0.17147 -3.61563 1.97364 0.266
C 2.27300 3.11994 1.87787 -0.548
C -0.05713 -0.69160 3.26963 -0.947
O -3.25577 4.38531 -2.74372 -0.703
H -1.11010 3.24340 2.12142 0.472
Mn 0.53162 0.06780 -0.74395 0.213
C -0.12145 3.01292 1.75124 -0.435
C -1.77533 2.70586 -1.13096 -0.835
N 1.24741 1.92178 0.10419 -0.442
C -1.88821 -2.36031 -2.67523 -0.498
H 1.92423 -2.29886 -3.00855 0.444
H -1.05574 -0.77079 2.82960 0.271
C -2.47735 2.23706 -2.24048 -0.332
H -1.82434 -4.27283 -3.65118 0.425
H 0.17693 0.37303 3.37596 0.189
O -3.76480 2.67016 -4.14633 -0.705
H -2.67187 0.60297 -3.58083 0.546
C -3.26582 3.20791 -3.14234 0.480
C 0.12984 -3.42584 -3.42072 -0.663
H -2.96035 -2.32610 -2.54577 0.482
C -1.71190 0.03104 -1.72265 0.714
C 2.33715 2.34097 0.73351 -0.383
C -1.10906 -1.31396 -2.23823 0.969
N -1.37118 0.45428 -0.45653 -0.736
C 1.03110 3.45411 2.39039 -0.303
H 0.95015 -3.75827 3.32893 0.317
H 3.66904 -1.74856 2.39137 0.280
C -1.24775 -3.43512 -3.28122 -0.293
H 3.18594 3.45185 2.35121 0.426
H 1.53664 -3.97186 1.67706 0.293
H 3.10306 -0.19202 3.01214 0.232
H 2.92544 -1.65050 3.99102 0.333
H -1.68852 3.77961 -1.01438 0.544
N 0.24896 -1.30344 -2.36716 -0.472
```

***

Entry 2:
This record from OMol25 describes 8 unconnected molecules or ions with the total composition C24H70N6O8 at a distorted geometry. The level of theory is ωB97M-V/def2-TZVPD.

Values from the calculation:
relative energy (zero: lowest compared OMol25 entry of this formula, charge and spin) = 1.538 eV
strongest force on any atom = 0.052 Eh/bohr
total charge = 0
Kohn-Sham gap = 9.249 eV
2S+1 = 1
M = 570.9 u
SMILES string = COC[C@H](C)N.COC[C@H](C)N.COC[C@H](C)N.COC[C@H](C)N.COC[C@H](C)N.COC[C@H](C)N.O.O

Structure (XYZ):
```
108
Properties=species:S:1:pos:R:3:mulliken_charge:R:1
H 2.61730 -12.80161 -10.68616 -0.062
H -0.64467 -10.29048 -11.35658 0.428
H 1.75590 -9.27393 -11.10793 0.460
H 2.09051 -12.68757 -19.26464 0.089
C 1.74993 -11.11736 -17.87018 0.809
H -0.45302 -11.16737 -9.79340 0.353
C 2.94156 -18.71309 -17.90130 0.832
H 1.94454 -11.13580 -15.74051 0.210
C 4.25427 -17.92989 -17.81877 -0.893
H 1.15437 -17.84823 -11.87566 0.385
H 0.36128 -12.93433 -15.03135 0.151
H 5.48986 -14.70424 -14.14521 0.366
H 4.65909 -19.16231 -7.40108 0.268
H 2.32879 -18.38888 -17.05389 -0.080
H 1.84636 -19.48951 -13.22296 0.243
C 2.10999 -10.25087 -10.76363 -0.882
H 3.84073 -20.31378 -16.90898 0.282
H 1.63121 -12.51032 -9.49623 0.300
N 1.63859 -12.61048 -10.50443 -0.380
H 4.02104 -20.72784 -10.75105 0.339
H 3.28680 -11.90624 -16.54671 0.298
H 1.69366 -16.73837 -14.22986 0.402
C 2.20492 -11.77924 -16.58485 -0.715
C 5.56728 -16.18721 -10.70861 0.759
H -0.36326 -12.77902 -16.71514 0.327
H 6.48870 -16.03611 -16.66580 0.353
H 5.33216 -19.98692 -14.43908 0.338
H 1.73722 -9.22335 -18.69376 0.274
H 4.80065 -18.05563 -16.88613 0.182
H 6.21180 -18.77128 -11.60314 0.081
C 6.79181 -17.06541 -10.39592 -0.103
C 3.64370 -15.82110 -13.86674 2.038
O 0.76154 -14.96724 -11.97929 -0.706
H 1.63819 -9.19776 -17.12750 0.237
H 1.18203 -19.00579 -19.15579 0.356
O 3.51401 -10.52338 -10.84235 -0.335
H 3.83306 -9.42275 -12.58204 0.333
C 2.67331 -16.63796 -14.69742 -1.316
C 2.78446 -19.11069 -11.43425 1.893
H 1.19788 -16.37918 -17.73746 0.046
N 2.29052 -19.99004 -12.46449 -0.840
H 4.53424 -15.11306 -15.62883 0.573
H 5.19215 -10.24816 -11.97857 0.252
H 1.87464 -17.47020 -10.27882 0.239
C 6.83102 -16.39912 -15.69265 -1.082
H 3.07460 -19.94966 -7.61667 0.357
H 7.07815 -17.50066 -12.50601 0.077
H 1.54167 -20.57664 -12.11280 0.282
H 0.04710 -14.30335 -16.02580 0.241
C 4.12440 -10.38087 -12.14524 -0.512
H 4.86411 -18.28489 -18.65376 0.520
N 3.00492 -14.56446 -13.43974 -0.083
C 2.36724 -11.63146 -19.19300 -1.245
O 4.03512 -19.20436 -9.31028 -0.442
H 0.92053 -15.32696 -19.18645 0.146
H 4.06890 -16.86475 -17.97753 0.208
H -0.10158 -15.16752 -11.60850 0.273
H 0.66944 -11.17778 -18.02957 0.068
C 7.01881 -18.03998 -11.55890 -0.850
H 4.56704 -13.46503 -9.25514 0.318
H 1.99611 -11.08453 -20.05690 0.401
C 4.52124 -14.16864 -10.08728 -0.603
C 4.88437 -15.45990 -14.65045 -1.483
H -0.96383 -11.92989 -11.25194 0.359
O 5.66774 -16.61711 -14.91044 0.404
H 3.84640 -16.34114 -12.92871 -1.218
H 2.08938 -14.68921 -13.00762 0.458
H 7.35223 -15.61232 -15.14188 0.333
C 3.37299 -19.96699 -10.30972 -1.238
H 2.70991 -14.15145 -14.32412 -0.048
H 7.42648 -17.29702 -15.84340 0.319
H 2.52954 -20.47770 -9.83411 0.549
H 7.64894 -16.39944 -10.28908 0.400
H -0.03055 -16.77812 -18.99890 0.378
H 0.84270 -18.87859 -10.44700 0.382
H 4.67064 -20.74118 -8.02035 0.366
C 1.58231 -18.26716 -10.96563 -1.437
H 7.99898 -18.49461 -11.41864 0.398
H 1.99677 -10.10306 -9.68635 0.294
O 1.93421 -17.10092 -19.49485 -0.357
C 1.20502 -11.41882 -11.22472 1.037
H 3.56495 -18.52975 -11.93000 -0.633
O 1.67131 -13.11791 -16.61402 0.019
C -0.26093 -11.18854 -10.86662 -1.606
O 5.51939 -15.11329 -9.78061 -0.485
O 6.09490 -19.68770 -14.94111 -0.692
H 4.67543 -16.78769 -10.50104 -0.119
H 5.73093 -18.40555 -9.37704 0.380
H 3.52049 -14.60727 -10.13344 0.212
C 0.95340 -16.34375 -18.80067 -0.356
H 3.45367 -11.72758 -19.20179 0.340
N 6.58830 -17.89179 -9.17670 -0.764
H 4.73288 -13.63750 -11.01880 0.265
H 3.03315 -17.62684 -14.98808 0.277
C 0.37573 -13.26388 -16.07304 -0.750
H 6.27001 -17.25696 -8.44974 0.386
C 4.07303 -19.82690 -8.03741 -0.974
H 1.14999 -14.31926 -11.36506 0.239
H 5.61083 -15.82062 -11.73628 -0.123
H 3.84451 -11.24105 -12.75242 0.097
N 2.10903 -9.69420 -17.87840 -0.753
H 1.25405 -11.62789 -12.29410 -0.232
H 2.54195 -16.08822 -15.63451 0.005
N 3.23476 -20.11920 -17.69617 -0.775
H 2.75638 -18.85218 -19.97926 0.355
C 2.12812 -18.46069 -19.17521 -1.015
H 6.03428 -18.72657 -14.92252 0.223
H 3.84280 -20.35318 -18.47695 0.328
```

***

Entry 3:
This record from OMol25 describes a single C15H22N4S molecule at a distorted geometry. The level of theory is ωB97M-V/def2-TZVPD.

Values from the calculation:
strongest force on any atom = 0.023 Eh/bohr
total charge = 0
Kohn-Sham gap = 8.639 eV
2S+1 = 1
M = 290.4 u
SMILES string = CCc1nc(NCCN)c(C#N)c2c1CSC(C)(C)C2

Structure (XYZ):
```
42
Properties=species:S:1:pos:R:3:mulliken_charge:R:1
N -4.09702 -0.19019 -1.26627 -0.458
H 0.22426 -3.41654 1.08584 0.438
H 5.21058 1.14875 0.11421 0.421
C -3.95019 0.55404 1.05172 -0.834
C 1.92526 0.99519 -0.95128 -2.391
C -0.94889 -3.78928 -0.69048 -1.028
H -1.51431 -3.15261 1.28591 0.374
H 4.29263 2.39735 -0.73845 0.391
H -1.08616 -4.84713 -0.47938 0.380
H -0.12481 -3.67950 -1.39154 0.300
C -4.83534 0.45772 -0.19703 -0.550
H 4.60666 0.83712 -1.51261 0.414
C -0.52160 -1.55339 0.33710 -0.261
H 1.84434 -2.78710 -0.20162 0.475
H 2.08520 -1.72953 -1.60688 0.369
H -3.71913 -0.44686 1.42015 0.377
C 2.78743 1.43506 1.36953 -1.552
C -0.67271 -3.02333 0.60456 -1.160
N -1.59106 -0.82547 0.61987 -0.339
C 0.63820 -0.99392 -0.20604 1.049
C 1.87402 -1.75354 -0.53476 -1.050
C -0.45993 1.14690 -0.12965 0.864
C -1.59818 0.48523 0.40189 0.243
H 2.18337 0.54898 -1.91687 0.349
H -5.76823 -0.06125 0.08244 0.325
H 1.89840 0.99804 1.82043 0.335
H 3.62192 1.29079 2.05192 0.449
C 0.66453 0.38275 -0.43435 1.331
N -0.54836 3.67384 -0.48283 -0.645
H -4.47117 1.11904 1.82941 0.323
H -4.68690 -0.32799 -2.07870 0.262
H -5.09900 1.46322 -0.54219 0.379
H -3.75870 -1.09525 -0.95648 0.093
H 2.62050 2.50333 1.23882 0.367
C 4.38160 1.32596 -0.56703 -1.718
C -0.49011 2.53549 -0.33111 -0.699
H 1.79237 2.06948 -1.10025 0.560
S 3.33399 -1.03706 0.32261 -0.224
H -2.73447 2.14740 0.44435 0.271
H -1.85136 -3.40986 -1.16414 0.262
N -2.69037 1.19294 0.77227 -0.119
C 3.08887 0.77967 0.02641 1.629
```

***

Entry 4:
This record from OMol25 describes 3 unconnected molecules or ions with the total composition C41H73BrIN4O10P3Si at a distorted geometry. The level of theory is ωB97M-V/def2-TZVPD.

Values from the calculation:
strongest force on any atom = 0.180 Eh/bohr
total charge = 0
Kohn-Sham gap = 5.949 eV
2S+1 = 1
M = 1109.9 u

Structure (XYZ):
```
134
Properties=species:S:1:pos:R:3:mulliken_charge:R:1
N 4.47840 0.75755 3.39815 0.470
H -2.49240 -4.56078 -0.27622 0.193
H 0.62461 -2.73230 2.21857 0.357
H -7.43550 -5.63119 2.28375 0.329
C 4.86074 2.03460 2.78541 0.512
P 6.14588 2.70432 -6.37817 1.167
H -0.48669 1.27659 -2.67592 0.370
H -6.75421 -0.19861 0.25638 0.305
I 5.66426 -1.65974 2.41200 -0.082
O -5.95814 -5.98005 -1.27681 -0.755
H 2.33194 -0.37644 -0.05231 0.362
C 2.64445 1.33702 5.21897 -0.173
H -1.30987 -0.47756 3.44273 0.299
O 5.01072 2.76570 -5.18721 -0.411
H -6.92320 -0.16009 4.50538 0.332
H 7.10953 4.94025 2.60539 0.182
H 5.99053 1.59513 -3.78464 0.193
H -2.34619 -6.61134 -1.49556 0.408
H -8.05521 -8.28349 0.89019 0.191
Si -6.24727 1.11797 2.40338 0.199
C 3.97846 -0.18026 2.33957 -0.789
C -4.99201 3.70456 1.44135 -0.231
C -4.15470 -0.76778 3.30354 -0.447
H 0.52787 2.77743 -2.74800 0.303
O 6.20560 4.40889 -6.32017 -0.253
H -6.61337 1.58986 4.91842 0.282
C 5.43813 2.53689 -3.84340 0.081
H -4.14397 -2.69691 2.22063 0.222
C 3.51552 0.86620 4.48948 -0.645
C 6.27579 3.68606 -3.31486 -0.857
C -3.35182 -6.19876 -1.38015 -0.443
O 5.37489 2.54826 -0.86146 -0.517
N 4.88689 5.73975 3.35248 -0.780
H 6.03309 2.04180 5.14320 0.429
N 4.57455 1.91742 1.39066 0.651
C -3.38595 -1.86943 2.43085 -0.514
H 8.74423 5.16435 -8.43483 0.418
C -4.42483 0.53575 2.38705 -0.624
C 5.64499 2.25776 0.41725 0.057
C 3.99533 0.88750 -8.41005 -1.077
H 6.48005 3.55389 -2.25330 0.339
C 6.82820 4.06674 5.25706 -1.117
H -6.07589 7.16396 1.56815 0.303
C -7.36417 3.89754 2.52229 -0.234
H 8.23939 4.62599 -6.02557 0.273
O 6.85021 2.36286 0.78120 -0.691
H 1.03754 -0.11325 3.50564 0.136
H 5.76636 4.64137 -3.46314 0.207
H 2.85698 -1.66075 3.64395 0.386
C -6.12194 6.04302 1.70736 -0.309
C -7.06529 0.90802 4.13729 -0.993
H -0.40212 -1.75283 4.37084 0.258
H -7.89335 -0.60289 1.66579 0.308
C 3.02311 0.51482 -0.19615 -1.104
H 2.63363 2.66715 -0.86499 0.432
H -8.26904 3.42719 3.00511 0.179
C 1.30778 -0.55211 2.48243 0.490
C 0.54194 1.69613 -2.39439 -1.202
H -3.57672 -9.79491 -1.10629 0.250
C 4.17218 0.54159 0.90214 0.698
P 5.71909 4.62740 2.55345 0.373
H 4.20414 6.16013 2.71046 0.235
H -8.17832 6.09084 2.65432 0.303
H 7.97990 3.57753 -8.27985 0.315
H -3.79614 1.38577 2.82282 0.279
H 4.86457 2.41057 -9.64533 0.380
H -7.93316 -5.81781 0.59939 0.293
H -0.35182 -1.47972 1.24346 0.138
H -2.52995 -2.77103 4.27712 0.351
H -4.12537 3.06353 1.10343 0.310
O 5.14276 2.90250 -7.68569 -0.362
H 2.02401 2.19806 0.82873 0.228
H 7.95413 5.88586 6.23706 0.367
C -7.33992 5.39587 2.33602 -0.548
H 4.72838 3.25543 5.49684 0.251
C 7.46118 5.00700 5.73058 0.251
H -8.14594 0.96621 0.73697 0.289
H -7.39291 -8.15676 2.51716 0.244
C -3.25318 -4.72081 -1.04490 -0.960
C -7.99685 -7.63661 1.77104 -0.936
H -2.97440 -4.14320 -1.92846 0.388
H 1.18322 0.29384 1.74680 -0.067
H 4.10257 0.01330 -9.05554 0.336
H 7.02244 4.94904 -8.82486 0.248
C 2.13452 1.85127 -0.24840 -0.528
H -2.95510 -1.43269 1.47811 0.238
C -2.15740 -2.54996 3.21601 -0.935
H 4.53906 2.43560 -3.23415 -0.020
C -4.94383 5.20222 1.24022 -0.487
C 7.82366 4.65278 -8.14491 -1.090
H -3.52683 -0.43419 4.19376 0.346
H 3.49551 0.39640 -1.22703 0.580
H -3.86364 -6.36438 -2.33142 0.351
H -0.11952 2.24379 -0.34379 0.338
C 7.45995 4.98024 -6.70739 -0.298
C -7.38312 -6.29270 1.41682 -0.361
H 1.83884 1.88631 5.78681 0.372
O -3.99412 -6.92199 -0.33295 -0.360
H 2.85322 -2.00771 1.87048 0.609
H -4.74751 -10.87827 -1.89227 0.417
H 0.41743 0.48115 -0.52789 -0.039
C 0.65479 1.56419 -0.81109 -0.215
H 7.23641 3.74354 -3.84013 0.241
C 5.08498 1.90528 -8.70107 -0.358
C 2.77139 -1.15051 2.62510 -1.398
H -4.18281 -4.31801 -0.64205 0.273
H -4.83206 -9.13035 -2.14424 0.319
C -0.93092 -1.55093 3.37289 -0.383
H -4.10314 0.37853 1.31318 0.391
H -5.35597 -10.61820 0.48626 0.363
H -5.13018 -1.18699 3.71884 0.254
O -5.33297 -8.57430 0.52447 -0.269
N 5.35894 3.08179 3.40590 0.238
H 3.99628 0.55863 -7.37076 0.290
P -5.63562 -7.14956 -0.36266 1.064
C 0.17597 -1.68133 2.22524 -0.755
O 6.25823 1.19158 -6.47336 -0.779
H -9.00920 -7.50674 2.16100 0.411
H -8.17248 1.14256 3.99669 0.261
H 5.23499 4.63664 1.21384 0.060
C -5.54079 -9.79166 -0.20261 -0.283
H 7.37696 6.06206 -6.58496 0.376
C -7.36190 0.23619 1.12058 -1.004
C -6.19008 3.02904 2.10283 0.407
H 6.06044 1.42854 -8.82697 0.338
H -6.58800 -9.84622 -0.51609 0.280
H 3.01168 1.32851 -8.59071 0.286
H -4.01848 5.66317 0.77101 0.300
H -1.84380 -3.54554 2.78179 0.303
C -4.62068 -9.90943 -1.40442 -1.078
Br 5.56025 -0.59351 0.01690 0.015
C 5.67050 3.09304 4.87330 -0.063
O -6.00903 -6.41552 1.06810 -0.327
H 1.33210 1.11086 -2.95230 0.276
```

***

Entry 5:
This record from OMol25 describes a molecular structure, C8H8BeN2O4S at a distorted geometry. The level of theory is ωB97M-V/def2-TZVPD.

Values from the calculation:
relative energy (zero: lowest compared OMol25 entry of this formula, charge and spin) = 0.000 eV
strongest force on any atom = 0.152 Eh/bohr
total charge = +2
Kohn-Sham gap = 6.268 eV
2S+1 = 1
M = 237.2 u

Structure (XYZ):
```
24
Properties=species:S:1:pos:R:3:mulliken_charge:R:1
H -2.23675 0.97592 1.95427 0.349
C 1.16538 0.62849 2.40610 -0.531
C -0.14088 1.38854 2.36076 -0.454
C 0.91231 -0.74169 -2.75700 0.726
H -1.81234 -1.04619 0.70959 0.279
H -0.28253 1.93650 3.29490 0.342
Be 0.21439 -2.31682 -1.94598 -0.035
H 2.01116 1.31218 2.31935 0.350
O -0.31903 2.77369 -2.41316 -0.047
O -0.22300 0.42104 -4.53179 -0.225
N -1.05362 -0.45176 1.04138 -0.120
C 0.17263 0.40455 -3.36756 0.364
S 0.37754 -2.50891 0.03483 -0.123
H 1.25476 0.06826 3.35007 0.319
O 2.10996 -0.90806 -2.90899 -0.409
H 2.13187 -0.76186 1.09252 0.285
C -1.07260 -2.29426 -3.05195 0.757
C 0.36544 1.96342 -2.90813 0.256
C 0.16220 -0.96193 0.80793 0.162
N 1.24064 -0.30857 1.27047 -0.131
H -0.13314 2.12290 1.54596 0.249
H -1.47191 -0.17023 3.08567 0.318
C -1.31293 0.44338 2.18384 -0.567
O -2.05954 -1.96859 -3.57309 -0.115
```

***

Look up the 2S+1 of the fifth one.
1

***

What is the total charge in the first record?
0

***

Which of these has the highest total charge?
C8H8BeN2O4S